Entry 1:
Entry from OMol25: the molecule C6H9N (ωB97M-V/def2-TZVPD).

Each line ends with the Löwdin charge.
CARTESIAN COORDINATES (ANGSTROEM)
C 1.557 -0.541 0.721  -0.034
C 0.372 -0.076 -0.112  -0.483
C 0.526 0.386 -1.537  -0.025
C -0.639 0.734 0.724  -0.057
C -1.988 0.574 0.226  -0.180
N -2.041 -0.498 -0.522  0.065
C -0.827 -0.829 0.212  -0.187
H 1.217 -0.833 1.725  0.086
H 2.330 0.223 0.844  0.084
H 2.010 -1.425 0.260  0.087
H 1.065 1.337 -1.583  0.088
H 1.024 -0.358 -2.164  0.085
H -0.343 1.353 1.568  0.126
H -2.854 1.095 0.629  0.118
H -0.498 0.503 -1.908  0.076
H -0.911 -1.645 0.919  0.149

HOMO in eV: -8.08
LUMO in eV: 0.98
Kohn-Sham gap in eV: 9.06

Entry 2:
Entry from OMol25: the molecule CH3O3PS at a distorted geometry (ωB97M-V/def2-TZVPD).

Each line ends with the Löwdin charge.
CARTESIAN COORDINATES (ANGSTROEM)
C -0.097 0.096 0.029  -0.389
O -2.586 -0.987 0.565  -0.510
O -0.974 0.079 -1.028  -0.394
O 1.145 -0.607 -0.197  -0.587
P 2.689 -0.025 0.023  0.790
S -2.446 -0.712 -0.820  0.985
H 0.376 1.167 0.187  0.119
H -0.561 -0.406 0.983  0.142
H 2.454 1.394 0.257  -0.155

HOMO (alpha / beta) in eV: -8.93 / -8.00
LUMO (alpha / beta) in eV: -0.63 / -1.10
Kohn-Sham gap (alpha / beta) in eV: 8.30 / 6.90

Entry 3:
Entry from OMol25: a cluster of 14 separate species, C45H115N3O14 in total at a distorted geometry (ωB97M-V/def2-TZVPD).

Each line ends with the Löwdin charge.
CARTESIAN COORDINATES (ANGSTROEM)
O 0.238 1.350 -2.894  -0.055
H 0.107 0.928 -2.045  -0.024
H 0.698 0.696 -3.420  -0.018
O -0.101 -1.374 2.132  -0.038
H -0.154 -2.329 2.159  0.017
H -0.928 -1.077 2.511  0.005
C 3.669 0.907 0.866  -0.047
C 3.834 0.256 2.193  -0.446
C 5.296 0.572 2.721  -0.133
C 5.586 0.186 4.184  -0.179
C 4.495 0.767 5.093  -0.125
C 3.033 0.384 4.684  -0.454
N 2.884 0.700 3.233  -0.097
O 1.531 0.729 2.822  -0.030
C 2.628 -1.044 5.044  -0.027
C 2.064 1.325 5.510  -0.030
C 3.798 -1.329 1.906  -0.009
H 4.293 0.602 0.026  0.089
H 3.666 1.992 0.969  0.072
H 2.699 0.664 0.434  0.077
H 6.038 0.075 2.095  0.110
H 5.641 1.606 2.716  0.114
H 6.584 0.536 4.448  0.113
H 5.538 -0.902 4.144  0.100
H 4.556 1.855 5.123  0.114
H 4.742 0.389 6.085  0.116
H 3.481 -1.667 5.312  0.083
H 1.964 -1.006 5.908  0.077
H 2.046 -1.518 4.253  0.061
H 2.327 2.368 5.335  0.078
H 0.991 1.139 5.465  0.069
H 2.214 1.024 6.547  0.077
H 2.959 -1.712 1.325  0.059
H 3.777 -1.878 2.847  0.052
H 4.740 -1.605 1.433  0.079
H 1.289 -0.187 2.668  0.037
C 1.662 -1.824 -6.829  -0.039
C 0.969 -1.348 -5.557  -0.493
C 0.382 -2.601 -4.868  -0.130
C 1.479 -3.486 -4.255  -0.153
C 2.216 -2.679 -3.182  -0.143
C 2.845 -1.393 -3.737  -0.487
N 1.840 -0.666 -4.576  -0.126
O 2.320 0.546 -5.052  0.003
C 2.962 -0.505 -2.474  -0.036
C 4.163 -1.609 -4.415  -0.014
C -0.219 -0.447 -5.965  -0.024
H 0.912 -2.135 -7.557  0.090
H 2.470 -2.555 -6.784  0.069
H 2.172 -0.976 -7.285  0.080
H -0.398 -2.341 -4.152  0.105
H -0.248 -3.112 -5.597  0.121
H 2.099 -3.792 -5.098  0.099
H 1.101 -4.419 -3.837  0.102
H 2.969 -3.192 -2.584  0.123
H 1.415 -2.415 -2.491  0.101
H 2.013 -0.392 -1.949  0.066
H 3.653 -0.943 -1.754  0.080
H 3.276 0.526 -2.634  0.092
H 4.712 -2.391 -3.891  0.093
H 4.008 -2.107 -5.373  0.072
H 4.688 -0.659 -4.514  0.095
H -0.791 -0.234 -5.062  0.057
H -0.867 -0.854 -6.742  0.088
H 0.101 0.516 -6.362  0.087
H 2.905 0.320 -5.779  0.088
C 0.557 -6.610 1.929  -0.035
C 0.607 -5.087 1.841  -0.487
C 1.422 -4.629 0.625  -0.119
C 0.689 -4.766 -0.725  -0.166
C -0.654 -4.012 -0.644  -0.131
C -1.502 -4.365 0.576  -0.443
N -0.711 -4.435 1.855  -0.129
O -1.393 -4.431 3.074  0.011
C -2.643 -3.298 0.728  -0.009
C -2.211 -5.712 0.227  -0.027
C 1.477 -4.623 3.053  -0.028
H 0.128 -6.987 2.858  0.084
H 1.550 -7.042 2.051  0.083
H 0.185 -7.115 1.038  0.075
H 1.738 -3.591 0.730  0.102
H 2.289 -5.270 0.462  0.127
H 0.568 -5.825 -0.952  0.103
H 1.259 -4.404 -1.581  0.071
H -1.209 -4.291 -1.540  0.115
H -0.335 -2.970 -0.663  0.110
H -2.967 -2.847 -0.210  0.072
H -3.539 -3.653 1.237  0.086
H -2.280 -2.472 1.340  0.057
H -1.532 -6.373 -0.312  0.067
H -2.622 -6.144 1.139  0.083
H -3.037 -5.510 -0.455  0.082
H 0.890 -4.708 3.967  0.078
H 1.783 -3.577 3.040  0.056
H 2.361 -5.203 3.318  0.089
H -1.517 -5.362 3.272  0.091
C -4.758 -0.521 3.572  -0.061
C -3.303 -0.823 4.010  -0.291
O -2.301 -0.190 3.271  -0.089
H -4.975 0.543 3.673  0.063
H -5.500 -1.044 4.175  0.076
H -4.861 -0.761 2.514  0.056
H -3.230 -1.906 3.908  0.108
H -3.165 -0.549 5.056  0.114
H -2.321 0.749 3.470  0.054
C -5.411 1.177 -0.031  -0.064
C -6.284 -0.077 -0.097  -0.277
O -5.424 -1.015 -0.722  -0.122
H -5.105 1.557 -1.006  0.052
H -4.513 0.850 0.492  0.050
H -5.831 1.979 0.576  0.074
H -7.174 -0.072 -0.726  0.107
H -6.570 -0.478 0.875  0.099
H -5.072 -0.708 -1.561  0.015
C -3.730 -2.390 -3.203  -0.073
C -3.403 -0.927 -3.311  -0.268
O -4.625 -0.200 -3.259  -0.102
H -4.345 -2.589 -4.081  0.081
H -4.407 -2.671 -2.397  0.070
H -2.843 -3.019 -3.130  0.068
H -2.956 -0.786 -4.295  0.106
H -2.726 -0.623 -2.514  0.112
H -5.188 -0.270 -4.033  0.122
C -2.860 2.956 -4.669  -0.054
C -3.437 3.315 -3.225  -0.251
O -4.686 2.632 -3.004  -0.105
H -2.344 1.996 -4.664  0.044
H -2.107 3.676 -4.991  0.062
H -3.651 2.921 -5.418  0.065
H -3.630 4.374 -3.055  0.091
H -2.656 3.062 -2.509  0.080
H -4.571 1.679 -2.982  0.015
C 0.842 4.944 1.736  -0.063
C 1.589 3.733 2.270  -0.381
O 2.887 3.921 2.634  -0.055
H 1.278 5.240 0.781  0.050
H 0.945 5.793 2.411  0.084
H -0.200 4.688 1.548  0.053
H 1.538 2.983 1.480  0.081
H 1.040 3.324 3.118  0.093
H 3.241 3.091 2.961  0.057
C -2.715 6.704 -1.220  -0.091
C -1.451 5.973 -1.110  -0.346
O -0.685 6.245 -2.282  -0.061
H -3.308 6.495 -2.111  0.070
H -2.559 7.782 -1.273  0.081
H -3.284 6.572 -0.300  0.080
H -1.516 4.896 -0.957  0.096
H -0.903 6.074 -0.173  0.089
H -0.481 5.376 -2.634  0.071
C 4.119 4.544 -0.728  -0.067
C 2.674 4.473 -1.362  -0.307
O 2.995 4.151 -2.703  -0.081
H 4.034 4.828 0.321  0.054
H 4.700 5.295 -1.265  0.070
H 4.689 3.616 -0.766  0.062
H 2.209 5.451 -1.234  0.097
H 2.052 3.687 -0.934  0.096
H 2.098 4.111 -3.044  0.068
C -1.882 4.301 5.299  -0.078
C -1.819 3.132 4.379  -0.330
O -3.080 2.682 3.945  -0.083
H -2.455 4.087 6.201  0.080
H -2.412 5.136 4.840  0.077
H -0.907 4.688 5.596  0.081
H -1.319 2.304 4.881  0.114
H -1.318 3.385 3.445  0.094
H -3.418 3.284 3.278  0.095
C -1.173 1.870 0.671  -0.051
C -1.716 0.824 -0.287  -0.293
O -0.680 -0.019 -0.709  -0.106
H -2.025 2.497 0.933  0.074
H -0.406 2.553 0.305  0.064
H -0.693 1.501 1.577  0.063
H -2.170 1.263 -1.175  0.097
H -2.489 0.187 0.142  0.098
H -0.285 -0.457 0.048  0.062

HOMO in eV: -8.24
LUMO in eV: 0.44
Kohn-Sham gap in eV: 8.67

Entry 4:
Entry from OMol25: a cluster of 2 separate species, C3H2Br2O in total at a distorted geometry (ωB97M-V/def2-TZVPD).

Each line ends with the Löwdin charge.
CARTESIAN COORDINATES (ANGSTROEM)
C -0.526 -0.411 -0.441  -0.178
C 0.466 0.048 0.354  -0.641
C 0.621 0.428 1.635  -0.189
O 0.743 0.846 2.691  0.271
Br 2.345 -0.114 -0.383  0.709
Br -1.911 0.820 -2.686  -0.167
H -0.181 -1.190 -1.250  0.094
H -1.557 -0.427 0.079  0.100

HOMO (alpha / beta) in eV: -9.30 / -8.45
LUMO (alpha / beta) in eV: -1.90 / -2.51
Kohn-Sham gap (alpha / beta) in eV: 7.39 / 5.94

In a.u., the energy values for the records above are, in order, -288.64673 -1005.05075 -3000.91060 -5338.65867.
In kcal per mole, the energy relative to the best compared isomer or geometry (same formula, charge and spin) values for the records above are, in order, 84.9 92.5 0.0 57.5.